Record 1
The following is a quantum chemistry calculation of a molecular structure, C31H60F3O29Rb2 in a non-equilibrium geometry, from the OMol25 dataset.

Output
Total charge: +1
Frontier orbital gap (eV): 6.784

Element x y z (Å)
1 Rb 5.83 -3.36 2.37
2 Rb 4.93 -2.66 -2.09
3 C 2.39 -1.79 1.09
4 O 1.82 -0.56 0.81
5 O 3.50 -1.94 0.31
6 C 2.58 -1.90 2.63
7 F 1.37 -1.87 3.22
8 F 3.16 -3.03 3.13
9 F 3.28 -0.85 3.10
10 C 0.98 -0.55 -0.31
11 C 0.31 0.81 -0.45
12 H -0.69 0.68 -0.86
13 H 0.17 1.15 0.58
14 H 0.94 1.51 -0.99
15 H 0.24 -1.36 -0.29
16 H 1.56 -0.74 -1.23
17 H 1.66 -2.61 0.90
18 C -2.83 7.05 -1.72
19 O -2.82 5.62 -1.76
20 C -2.33 5.01 -0.67
21 O -1.61 5.50 0.14
22 O -2.88 3.80 -0.64
23 C -2.50 2.87 0.37
24 H -1.87 7.55 -1.67
25 H -3.38 7.36 -0.84
26 H -3.35 7.37 -2.62
27 H -1.73 2.20 0.00
28 H -3.39 2.29 0.59
29 H -2.25 3.31 1.34
30 C -2.00 -3.45 0.07
31 O -1.92 -2.89 1.37
32 C -2.21 -1.61 1.54
33 O -2.57 -0.84 0.70
34 O -2.12 -1.34 2.82
35 C -2.55 -0.11 3.35
36 H -3.01 -3.54 -0.32
37 H -1.59 -4.45 0.25
38 H -1.39 -3.00 -0.72
39 H -2.63 -0.19 4.44
40 H -3.57 0.13 3.04
41 H -1.84 0.71 3.22
42 C 1.25 -4.12 -2.08
43 O 0.47 -5.25 -1.72
44 C -0.65 -5.36 -2.41
45 O -1.13 -4.59 -3.18
46 O -1.23 -6.48 -2.03
47 C -2.63 -6.64 -2.17
48 H 0.71 -3.20 -1.81
49 H 1.43 -4.01 -3.15
50 H 2.18 -4.08 -1.54
51 H -3.08 -7.40 -1.54
52 H -2.85 -6.87 -3.22
53 H -3.13 -5.71 -1.90
54 C 0.82 4.58 -3.60
55 O 1.57 3.87 -2.64
56 C 2.64 3.17 -2.97
57 O 3.06 2.32 -2.27
58 O 3.14 3.52 -4.15
59 C 4.14 2.69 -4.72
60 H 1.25 5.55 -3.85
61 H -0.16 4.80 -3.19
62 H 0.70 4.07 -4.56
63 H 4.95 2.40 -4.05
64 H 4.54 3.28 -5.53
65 H 3.67 1.78 -5.11
66 C -3.48 0.59 -3.04
67 O -4.85 0.56 -2.64
68 C -5.47 -0.58 -2.47
69 O -5.02 -1.66 -2.81
70 O -6.64 -0.37 -1.93
71 C -7.58 -1.41 -1.67
72 H -3.53 0.47 -4.13
73 H -2.95 -0.32 -2.73
74 H -2.92 1.47 -2.77
75 H -8.15 -1.09 -0.81
76 H -7.17 -2.41 -1.56
77 H -8.24 -1.34 -2.54
78 C 4.38 -7.83 1.96
79 O 3.41 -7.74 2.96
80 C 3.42 -6.66 3.69
81 O 4.21 -5.78 3.64
82 O 2.42 -6.72 4.52
83 C 2.17 -5.56 5.29
84 H 4.07 -8.60 1.25
85 H 5.40 -7.97 2.30
86 H 4.42 -6.94 1.32
87 H 2.93 -5.42 6.05
88 H 1.22 -5.71 5.80
89 H 1.92 -4.67 4.72
90 C 1.77 0.48 6.03
91 O 0.40 0.70 5.77
92 C -0.16 1.84 6.16
93 O 0.37 2.66 6.82
94 O -1.42 1.79 5.80
95 C -2.29 2.79 6.28
96 H 2.37 0.97 5.26
97 H 1.94 -0.58 5.87
98 H 2.10 0.82 7.01
99 H -2.94 3.19 5.50
100 H -1.77 3.64 6.72
101 H -2.92 2.39 7.07
102 C 1.51 4.47 0.58
103 O 1.95 4.54 1.95
104 C 2.96 3.81 2.35
105 O 3.37 2.85 1.78
106 O 3.43 4.35 3.47
107 C 4.46 3.67 4.17
108 H 1.02 5.43 0.43
109 H 0.69 3.76 0.59
110 H 2.28 4.28 -0.15
111 H 4.38 2.60 3.97
112 H 4.38 3.84 5.24
113 H 5.43 4.03 3.82
114 C -1.65 2.87 -7.11
115 O -0.51 2.11 -6.77
116 C -0.52 1.52 -5.58
117 O -1.44 1.60 -4.80
118 O 0.63 0.87 -5.48
119 C 1.08 0.20 -4.31
120 H -2.43 2.28 -7.57
121 H -1.35 3.61 -7.86
122 H -2.07 3.47 -6.30
123 H 1.59 -0.73 -4.52
124 H 0.30 0.05 -3.56
125 H 1.75 0.91 -3.81

Löwdin atomic charge list, values in e, 99 entries:
1. Rb 0.939
2. Rb 0.883
3. C -0.510
4. O -0.051
5. O -0.374
6. C -0.543
7. F 0.144
8. F 0.018
9. F 0.135
10. C -0.256
11. C -0.042
12. H 0.060
13. H 0.084
14. H 0.064
15. H 0.100
16. H 0.107
17. H 0.147
18. C -0.046
19. O -0.012
20. C -0.614
21. O 0.134
22. O 0.009
23. C -0.024
24. H 0.093
25. H 0.101
26. H 0.093
27. H 0.054
28. H 0.098
29. H 0.099
30. C -0.032
31. O 0.023
32. C -0.644
33. O 0.138
34. O 0.020
35. C -0.038
36. H 0.103
37. H 0.101
38. H 0.080
39. H 0.089
40. H 0.103
41. H 0.095
42. C -0.056
43. O 0.025
44. C -0.665
45. O 0.166
46. O 0.004
47. C -0.031
48. H 0.084
49. H 0.103
50. H 0.062
51. H 0.097
52. H 0.102
53. H 0.093
54. C -0.021
55. O 0.020
56. C -0.670
57. O 0.146
58. O 0.002
59. C -0.024
60. H 0.103
61. H 0.095
62. H 0.094
63. H 0.095
64. H 0.101
65. H 0.091
66. C -0.037
67. O 0.022
68. C -0.643
69. O 0.100
70. O 0.006
71. C -0.023
72. H 0.091
73. H 0.094
74. H 0.078
75. H 0.091
76. H 0.092
77. H 0.099
78. C -0.045
79. O 0.054
80. C -0.681
81. O 0.077
82. O 0.054
83. C -0.019
84. H 0.104
85. H 0.103
86. H 0.089
87. H 0.106
88. H 0.103
89. H 0.092
90. C -0.032
91. O 0.012
92. C -0.652
93. O 0.157
94. O 0.001
95. C -0.040
96. H 0.090
97. H 0.087
98. H 0.098
99. H 0.094

Record 2
The following is a quantum chemistry calculation of 6 unconnected molecules or ions with the total composition C31H60I2NO7 in a non-equilibrium geometry, from the OMol25 dataset.

Output
Total charge: +1
Frontier orbital gap (eV): 8.535

Element x y z (Å)
1 C -3.52 -2.84 -1.68
2 C -3.92 -1.41 -2.34
3 C -2.84 -0.17 -2.01
4 I -3.83 1.61 -2.93
5 N -2.55 0.00 -0.54
6 C -3.73 0.02 0.46
7 C -4.09 1.60 0.76
8 C -2.57 2.21 0.47
9 C -1.54 0.99 -0.04
10 C -0.98 0.48 1.41
11 C 0.64 0.52 1.63
12 C 1.31 -0.97 1.98
13 I 0.89 -1.67 4.02
14 C -0.59 1.84 -1.06
15 C 0.40 1.01 -2.03
16 C 0.80 -0.51 -1.59
17 C 1.06 -1.35 -3.02
18 O 2.08 -2.40 -2.89
19 C 1.37 -3.66 -3.20
20 C 0.62 -4.40 -1.90
21 O 1.32 -4.26 -4.40
22 H -2.37 -3.10 -1.71
23 H -3.79 -2.77 -0.52
24 H -4.14 -3.76 -2.09
25 H -3.89 -1.54 -3.53
26 H -5.00 -1.07 -2.03
27 H -1.90 -0.43 -2.67
28 H -2.06 -0.92 -0.32
29 H -4.76 -0.40 0.11
30 H -3.59 -0.50 1.49
31 H -4.62 1.87 1.77
32 H -4.87 2.00 -0.04
33 H -2.15 2.96 1.30
34 H -2.84 3.01 -0.38
35 H -1.45 1.15 2.28
36 H -1.32 -0.63 1.70
37 H 1.28 0.95 0.77
38 H 0.86 1.17 2.60
39 H 0.97 -1.69 1.12
40 H 2.48 -0.81 1.86
41 H -1.19 2.61 -1.75
42 H 0.10 2.54 -0.38
43 H 1.39 1.66 -2.17
44 H -0.08 0.96 -3.11
45 H -0.01 -1.12 -1.02
46 H 1.81 -0.61 -0.99
47 H 1.32 -0.61 -3.92
48 H -0.01 -1.80 -3.29
49 H -0.51 -4.63 -2.15
50 H 0.71 -3.66 -0.97
51 H 1.22 -5.39 -1.71
52 C -0.33 -4.91 7.09
53 C -0.72 -3.52 7.50
54 O 0.10 -2.60 7.52
55 C -2.16 -3.29 7.88
56 H 0.74 -4.92 6.84
57 H -0.50 -5.60 7.91
58 H -0.90 -5.21 6.21
59 H -2.42 -3.91 8.74
60 H -2.81 -3.52 7.04
61 H -2.30 -2.24 8.15
62 C -7.77 5.10 -0.15
63 C -7.35 4.13 0.92
64 O -6.33 3.45 0.80
65 C -8.22 4.03 2.15
66 H -7.05 5.07 -0.97
67 H -8.76 4.83 -0.53
68 H -7.79 6.12 0.26
69 H -9.22 3.71 1.87
70 H -8.25 4.99 2.66
71 H -7.79 3.29 2.83
72 C 6.86 0.87 1.08
73 C 5.62 0.71 1.93
74 O 4.50 0.90 1.47
75 C 5.82 0.31 3.37
76 H 6.56 1.16 0.06
77 H 7.50 1.65 1.49
78 H 7.40 -0.08 1.03
79 H 6.41 1.06 3.88
80 H 6.31 -0.66 3.42
81 H 4.84 0.23 3.86
82 C 10.35 4.45 0.64
83 C 10.25 3.06 0.06
84 O 9.63 2.17 0.64
85 C 10.92 2.81 -1.26
86 H 9.82 4.48 1.59
87 H 11.40 4.70 0.81
88 H 9.90 5.17 -0.05
89 H 11.99 2.98 -1.17
90 H 10.49 3.46 -2.03
91 H 10.76 1.77 -1.56
92 C -0.98 -1.03 -6.88
93 C -2.32 -1.40 -6.32
94 O -3.10 -0.54 -5.90
95 C -2.69 -2.86 -6.30
96 H -0.85 0.06 -6.83
97 H -0.19 -1.50 -6.29
98 H -0.91 -1.34 -7.92
99 H -1.98 -3.41 -5.68
100 H -2.70 -3.25 -7.32
101 H -3.69 -2.97 -5.87

Löwdin atomic charge list, values in e, 99 entries:
1. C -0.119
2. C -0.279
3. C -0.567
4. I 0.954
5. N -0.108
6. C -0.120
7. C -0.150
8. C -0.157
9. C -0.329
10. C -0.129
11. C -0.267
12. C -0.674
13. I 0.730
14. C -0.151
15. C -0.194
16. C -0.158
17. C -0.189
18. O -0.101
19. C -0.292
20. C -0.009
21. O -0.013
22. H 0.065
23. H 0.083
24. H 0.103
25. H 0.108
26. H 0.101
27. H 0.112
28. H 0.155
29. H 0.139
30. H 0.150
31. H 0.125
32. H 0.065
33. H 0.144
34. H 0.084
35. H 0.140
36. H 0.118
37. H 0.098
38. H 0.120
39. H 0.039
40. H 0.058
41. H 0.096
42. H 0.148
43. H 0.147
44. H 0.111
45. H 0.090
46. H 0.135
47. H 0.151
48. H 0.126
49. H 0.085
50. H 0.085
51. H 0.106
52. C -0.027
53. C -0.502
54. O 0.013
55. C -0.026
56. H 0.085
57. H 0.089
58. H 0.085
59. H 0.088
60. H 0.084
61. H 0.085
62. C -0.017
63. C -0.468
64. O 0.018
65. C -0.018
66. H 0.084
67. H 0.091
68. H 0.092
69. H 0.091
70. H 0.092
71. H 0.085
72. C -0.030
73. C -0.486
74. O 0.018
75. C -0.020
76. H 0.087
77. H 0.069
78. H 0.094
79. H 0.090
80. H 0.090
81. H 0.080
82. C -0.024
83. C -0.480
84. O 0.036
85. C -0.024
86. H 0.085
87. H 0.089
88. H 0.087
89. H 0.089
90. H 0.087
91. H 0.085
92. C -0.016
93. C -0.493
94. O 0.005
95. C -0.019
96. H 0.087
97. H 0.077
98. H 0.094
99. H 0.083

Record 3
The following is a quantum chemistry calculation of 6 unconnected molecules or ions with the total composition C31H61Br2ClINO22P3S in a non-equilibrium geometry, from the OMol25 dataset.

Output
Total charge: +1
Frontier orbital gap (eV): 7.703

Element x y z (Å)
1 C 4.78 0.72 1.77
2 C 4.20 2.00 0.97
3 S 2.77 1.41 -0.05
4 C 1.22 1.29 1.02
5 C 0.03 0.48 0.32
6 Br -0.03 1.80 -1.25
7 C -1.31 0.99 1.11
8 C -2.32 2.12 0.57
9 C -1.98 3.66 0.82
10 C -2.29 4.44 -0.59
11 I -3.24 4.65 2.31
12 P -1.21 1.36 2.99
13 O -2.60 1.52 3.65
14 O -0.36 0.23 3.93
15 O -0.35 2.83 3.32
16 C -2.20 -0.34 0.65
17 C -1.23 -1.66 0.49
18 C -2.15 -2.64 -0.31
19 C -1.65 -4.00 -0.95
20 O -2.58 -4.71 -1.45
21 O -0.36 -4.53 -1.12
22 P -1.41 -2.33 2.28
23 O -3.01 -2.34 2.86
24 Cl -0.97 -4.44 2.32
25 N 0.09 -1.01 -0.01
26 C 1.14 -1.93 0.55
27 Br 1.84 -1.67 2.39
28 C 2.50 -2.24 -0.30
29 C 3.67 -2.97 0.58
30 P 0.22 -1.43 -1.81
31 C -1.23 -0.85 -2.85
32 O 1.50 -0.55 -2.58
33 H 4.93 -0.10 0.98
34 H 5.78 0.99 2.22
35 H 3.98 0.41 2.53
36 H 3.96 2.90 1.65
37 H 5.01 2.36 0.24
38 H 1.46 1.05 2.11
39 H 0.86 2.39 1.06
40 H -3.28 1.95 1.21
41 H -2.73 1.94 -0.49
42 H -0.86 3.86 1.00
43 H -2.42 5.54 -0.35
44 H -3.25 4.03 -1.08
45 H -1.39 4.37 -1.30
46 H -0.09 0.62 4.80
47 H 0.56 2.60 3.66
48 H -2.99 -0.31 1.46
49 H -2.86 -0.18 -0.28
50 H -2.97 -3.02 0.42
51 H -2.82 -2.16 -1.12
52 H -0.05 -4.53 -2.05
53 H -3.32 -3.24 3.12
54 H 0.68 -2.99 0.56
55 H 2.33 -3.05 -1.11
56 H 3.02 -1.31 -0.69
57 H 4.37 -3.43 -0.23
58 H 3.30 -3.85 1.18
59 H 4.35 -2.23 1.12
60 H -1.58 -1.76 -3.47
61 H -0.98 -0.04 -3.64
62 H -2.15 -0.47 -2.30
63 H 1.24 -0.33 -3.51
64 C 9.76 -2.85 0.35
65 O 8.43 -2.88 -0.18
66 C 8.37 -3.03 -1.51
67 O 9.32 -3.14 -2.25
68 O 7.08 -3.05 -1.87
69 C 6.87 -3.20 -3.28
70 H 9.68 -2.73 1.43
71 H 10.28 -3.79 0.15
72 H 10.31 -2.00 -0.06
73 H 7.27 -4.15 -3.62
74 H 7.31 -2.37 -3.83
75 H 5.79 -3.20 -3.45
76 C -2.93 -0.69 -7.57
77 O -2.17 0.27 -8.31
78 C -1.48 1.13 -7.55
79 O -1.44 1.14 -6.34
80 O -0.82 1.97 -8.37
81 C -0.03 2.94 -7.69
82 H -3.45 -1.33 -8.28
83 H -2.27 -1.31 -6.97
84 H -3.67 -0.19 -6.94
85 H 0.75 2.46 -7.10
86 H -0.66 3.58 -7.07
87 H 0.45 3.56 -8.45
88 C -4.39 -0.63 9.47
89 O -3.14 -0.90 8.83
90 C -3.20 -0.89 7.48
91 O -4.18 -0.67 6.82
92 O -1.97 -1.15 7.02
93 C -1.88 -1.17 5.59
94 H -4.23 -0.67 10.54
95 H -4.75 0.37 9.21
96 H -5.13 -1.39 9.20
97 H -2.13 -0.20 5.18
98 H -2.52 -1.95 5.17
99 H -0.85 -1.40 5.32
100 C -4.37 -5.49 -4.71
101 O -4.38 -4.08 -4.89
102 C -5.51 -3.48 -4.47
103 O -6.47 -4.03 -3.99
104 O -5.38 -2.16 -4.69
105 C -6.51 -1.39 -4.29
106 H -3.41 -5.87 -5.08
107 H -4.45 -5.75 -3.65
108 H -5.17 -5.97 -5.28
109 H -6.69 -1.48 -3.22
110 H -7.40 -1.68 -4.85
111 H -6.30 -0.34 -4.51
112 C 0.17 5.56 4.92
113 O 1.47 6.09 4.64
114 C 1.50 6.94 3.61
115 O 0.56 7.28 2.93
116 O 2.77 7.36 3.45
117 C 2.96 8.28 2.38
118 H 0.26 4.89 5.77
119 H -0.52 6.37 5.19
120 H -0.21 5.00 4.07
121 H 2.38 9.19 2.55
122 H 2.69 7.82 1.42
123 H 4.02 8.54 2.35

Löwdin atomic charge list, values in e, 99 entries:
1. C -0.174
2. C -0.493
3. S 0.786
4. C -0.550
5. C -0.550
6. Br 0.915
7. C -0.365
8. C -0.322
9. C -0.749
10. C -0.205
11. I 0.891
12. P 0.708
13. O -0.324
14. O -0.298
15. O -0.223
16. C -0.126
17. C -0.511
18. C -0.144
19. C -0.425
20. O 0.063
21. O -0.004
22. P 0.714
23. O -0.330
24. Cl 0.285
25. N -0.266
26. C -0.630
27. Br 0.857
28. C -0.295
29. C -0.176
30. P 1.054
31. C -0.259
32. O -0.337
33. H 0.061
34. H 0.083
35. H 0.038
36. H 0.087
37. H 0.090
38. H 0.037
39. H 0.058
40. H 0.105
41. H 0.106
42. H 0.079
43. H 0.053
44. H 0.091
45. H 0.054
46. H 0.111
47. H 0.087
48. H 0.121
49. H 0.129
50. H 0.138
51. H 0.133
52. H 0.123
53. H 0.071
54. H 0.078
55. H 0.105
56. H 0.070
57. H 0.092
58. H 0.076
59. H 0.048
60. H 0.082
61. H 0.060
62. H 0.039
63. H 0.070
64. C -0.043
65. O -0.009
66. C -0.602
67. O 0.133
68. O -0.019
69. C -0.047
70. H 0.094
71. H 0.101
72. H 0.100
73. H 0.102
74. H 0.100
75. H 0.087
76. C -0.041
77. O 0.008
78. C -0.597
79. O 0.093
80. O 0.008
81. C -0.044
82. H 0.100
83. H 0.094
84. H 0.096
85. H 0.094
86. H 0.099
87. H 0.098
88. C -0.044
89. O -0.001
90. C -0.594
91. O 0.131
92. O 0.009
93. C -0.071
94. H 0.095
95. H 0.099
96. H 0.099
97. H 0.064
98. H 0.080
99. H 0.079